Record 1
The following is a DFT calculation (ωB97M-V with the def2-TZVPD basis set) of a cluster of 2 separate species, C4H13NO2 in total.

Calculated values
Molar mass, u: 107.15
Total energy, Ha: -365.398113
HOMO level, eV: -8.7
Frontier orbital gap, eV: 9.546
Relative energy (zero: lowest compared OMol25 entry of this formula, charge and spin), eV: 1.207
SMILES: CCNCCO.O

Each line ends with the natural charge from an NBO analysis.
Geometry (Å):
C  0.63  -1.67  1.29  -0.63
C  -0.50  -1.38  0.26  -0.23
N  -1.65  -0.68  0.75  -0.67
C  -1.92  0.67  0.33  -0.23
C  -0.69  1.51  0.68  -0.08
O  -0.36  1.34  2.06  -0.72
H  0.22  -1.76  2.30  0.21
H  1.38  -0.88  1.34  0.21
H  1.08  -2.61  1.02  0.21
H  -0.73  -2.36  -0.14  0.19
H  -0.07  -0.81  -0.55  0.18
H  -2.48  -1.23  0.87  0.38
H  -2.87  0.97  0.73  0.20
H  -2.01  0.66  -0.77  0.16
H  0.04  1.13  -0.03  0.15
H  -0.86  2.57  0.57  0.19
H  -0.51  0.40  2.22  0.47
O  3.75  1.02  -4.08  -0.93
H  3.80  1.17  -5.03  0.46
H  3.74  1.94  -3.80  0.46

Record 2
The following is a DFT calculation (ωB97M-V with the def2-TZVPD basis set) of a cluster of 3 separate species, C4H13NO2 in total.

Calculated values
Molar mass, u: 107.15
Total energy, Ha: -365.391342
HOMO level, eV: -7.4
Frontier orbital gap, eV: 7.964
Relative energy (zero: lowest compared OMol25 entry of this formula, charge and spin), eV: 1.392
SMILES: C/C=C(/C)N.O.O

Each line ends with the natural charge from an NBO analysis.
Geometry (Å):
C  -0.78  2.32  1.35  -0.64
C  -0.38  1.38  0.23  -0.30
C  0.15  0.15  0.40  0.18
C  0.25  -0.75  -0.82  -0.63
N  0.57  -0.29  1.63  -0.83
H  -0.51  2.06  2.36  0.20
H  -0.37  3.31  1.11  0.21
H  -1.84  2.48  1.17  0.21
H  -0.68  1.72  -0.75  0.19
H  0.61  -1.70  -0.48  0.22
H  0.93  -0.26  -1.51  0.19
H  -0.71  -0.86  -1.33  0.22
H  0.12  -0.03  2.49  0.38
H  1.00  -1.20  1.75  0.38
O  -1.02  -3.08  0.43  -0.96
H  -0.55  -3.74  0.94  0.48
H  -1.72  -3.45  -0.12  0.48
O  1.86  0.77  -3.19  -0.95
H  2.01  0.84  -2.25  0.48
H  1.04  0.34  -3.43  0.48

Record 3
The following is a DFT calculation (ωB97M-V with the def2-TZVPD basis set) of a cluster of 3 separate species, C4H13NO2 in total.

Calculated values
Molar mass, u: 107.15
Total energy, Ha: -365.402523
HOMO level, eV: -8.3
Frontier orbital gap, eV: 9.099
Relative energy (zero: lowest compared OMol25 entry of this formula, charge and spin), eV: 1.087
SMILES: C1CCNC1.O.O

Each line ends with the natural charge from an NBO analysis.
Geometry (Å):
C  1.54  -0.77  0.25  -0.41
C  0.04  -0.96  0.50  -0.42
C  -0.65  0.21  -0.21  -0.23
N  0.33  0.68  -1.19  -0.63
C  1.53  -0.17  -1.19  -0.22
H  2.03  -0.05  0.90  0.19
H  1.96  -1.77  0.31  0.21
H  -0.31  -1.90  0.09  0.20
H  -0.12  -0.91  1.58  0.21
H  -1.04  1.01  0.43  0.19
H  -1.55  -0.15  -0.71  0.19
H  0.02  0.66  -2.16  0.36
H  1.38  -1.02  -1.86  0.16
H  2.48  0.33  -1.38  0.19
O  0.95  3.45  -0.05  -0.96
H  1.20  2.66  0.43  0.48
H  1.55  4.17  -0.05  0.47
O  -3.65  -1.53  1.20  -0.93
H  -3.22  -1.93  1.93  0.46
H  -4.49  -1.99  1.19  0.47

Record 4
The following is a DFT calculation (ωB97M-V with the def2-TZVPD basis set) of a cluster of 3 separate species, C4H13NO2 in total.

Calculated values
Molar mass, u: 107.15
Total energy, Ha: -365.337041
HOMO level, eV: -9.6
Frontier orbital gap, eV: 10.068
Relative energy (zero: lowest compared OMol25 entry of this formula, charge and spin), eV: 2.869
SMILES: C=NCCC.O.O

Each line ends with the natural charge from an NBO analysis.
Geometry (Å):
C  -0.08  -0.18  1.99  -0.09
N  0.34  -0.66  0.81  -0.39
C  0.05  0.04  -0.48  -0.28
C  0.44  1.52  -0.62  -0.41
C  -0.10  1.98  -2.02  -0.62
H  -0.62  0.77  1.99  0.15
H  0.59  -0.51  2.81  0.20
H  -1.00  0.03  -0.78  0.19
H  0.40  -0.66  -1.33  0.20
H  1.54  1.72  -0.64  0.21
H  -0.11  2.13  0.21  0.21
H  -0.07  3.10  -2.29  0.23
H  -1.18  1.78  -2.05  0.20
H  0.23  1.29  -2.85  0.21
O  3.82  -0.89  -0.28  -0.93
H  3.66  -0.37  0.52  0.47
H  3.10  -0.45  -0.89  0.46
O  -4.19  -1.73  0.98  -0.92
H  -3.91  -2.43  0.25  0.47
H  -3.97  -0.96  0.52  0.46

Record 5
The following is a DFT calculation (ωB97M-V with the def2-TZVPD basis set) of a cluster of 3 separate species, C4H13NO2 in total.

Calculated values
Molar mass, u: 107.15
Total energy, Ha: -365.409855
HOMO level, eV: -8.1
Frontier orbital gap, eV: 8.806
Relative energy (zero: lowest compared OMol25 entry of this formula, charge and spin), eV: 0.888
SMILES: C=C(C)NC.O.O

Each line ends with the natural charge from an NBO analysis.
Geometry (Å):
C  1.45  -1.33  0.48  -0.56
C  0.84  -0.68  -0.51  0.20
C  0.44  -1.41  -1.76  -0.66
N  0.66  0.71  -0.49  -0.62
C  -0.44  1.35  -1.22  -0.41
H  1.60  -2.40  0.54  0.21
H  1.69  -0.78  1.38  0.19
H  0.56  -2.49  -1.68  0.23
H  -0.57  -1.14  -2.03  0.21
H  1.03  -0.95  -2.57  0.22
H  0.62  1.01  0.48  0.40
H  -0.69  0.75  -2.10  0.19
H  -1.37  1.39  -0.64  0.17
H  -0.15  2.34  -1.55  0.21
O  -0.40  2.09  1.97  -0.98
H  -0.76  1.20  2.15  0.49
H  -1.12  2.62  1.68  0.47
O  -1.38  -0.44  2.11  -0.94
H  -0.72  -1.02  2.54  0.48
H  -1.29  -0.82  1.22  0.49

Record 6
The following is a DFT calculation (ωB97M-V with the def2-TZVPD basis set) of a cluster of 2 separate species, C4H13NO2 in total.

Calculated values
Molar mass, u: 107.15
Total energy, Ha: -365.323058
HOMO level, eV: -9.1
Frontier orbital gap, eV: 10.123
Relative energy (zero: lowest compared OMol25 entry of this formula, charge and spin), eV: 3.250
SMILES: CCN(C)C.OO

Each line ends with the natural charge from an NBO analysis.
Geometry (Å):
C  0.40  1.82  0.75  -0.63
C  1.16  0.54  0.43  -0.21
N  0.32  -0.45  -0.24  -0.47
C  1.04  -1.70  -0.41  -0.41
C  -0.20  0.03  -1.51  -0.42
H  -0.59  1.59  1.12  0.23
H  0.94  2.39  1.50  0.22
H  0.31  2.45  -0.15  0.20
H  1.48  0.08  1.38  0.20
H  2.05  0.76  -0.16  0.17
H  0.37  -2.44  -0.86  0.20
H  1.37  -2.06  0.55  0.20
H  1.91  -1.59  -1.07  0.17
H  0.59  0.42  -2.16  0.17
H  -0.70  -0.79  -2.02  0.21
H  -0.94  0.81  -1.33  0.22
O  -2.01  -1.07  1.14  -0.50
O  -2.79  0.09  0.87  -0.49
H  -1.16  -0.85  0.67  0.48
H  -3.54  -0.03  1.49  0.46